Formula: C18H43ClN6O4
Source: OMol25
Level of theory: wB97M-V/def2-TZVPD

HOMO level (alpha / beta)	-11.3 / -15.9	eV
frontier orbital gap (alpha / beta)	3.95 / 8.52	eV
E_tot	-48987.0528	eV
LUMO level (alpha / beta)	-7.318 / -7.329	eV

Structure (ORCA input):
```
! wB97M-V def2-TZVPD RIJCOSX def2/J DEFGRID3
* xyz 3 2
C 1.396 2.499 0.236
C 2.171 1.792 1.381
O 2.595 0.667 1.484
N 2.651 2.764 2.441
H 3.658 2.760 2.365
H 2.519 3.758 2.323
C 2.019 2.408 3.869
H 0.590 3.015 0.757
H 1.072 1.721 -0.455
H 1.924 3.118 -0.489
H 0.967 2.685 3.928
H 2.604 3.019 4.557
H 2.118 1.346 4.094
C 2.948 0.236 -5.364
C 3.600 0.547 -3.990
O 4.596 1.288 -4.016
N 2.961 -0.074 -2.725
H 2.062 0.378 -2.642
H 2.769 -1.052 -2.891
C 3.835 0.030 -1.421
H 3.334 0.851 -6.178
H 1.890 0.473 -5.256
H 3.190 -0.800 -5.601
H 3.607 0.978 -0.934
H 4.891 -0.104 -1.653
H 3.415 -0.668 -0.697
C 1.036 -4.157 -0.205
C 0.233 -4.597 -1.408
O -0.082 -5.758 -1.653
N -0.258 -3.590 -2.508
H -0.125 -2.606 -2.326
H 0.245 -3.834 -3.350
C -1.807 -3.848 -2.836
H 1.693 -4.973 0.096
H 0.396 -3.651 0.517
H 1.731 -3.385 -0.536
H -1.936 -4.803 -3.346
H -2.110 -3.054 -3.518
H -2.252 -3.700 -1.853
C -2.939 0.200 -4.826
C -1.940 1.327 -4.750
O -1.412 1.801 -5.720
N -1.592 1.763 -3.311
H -1.116 1.070 -2.753
H -0.758 2.309 -3.474
C -2.697 2.387 -2.546
H -3.283 -0.026 -5.835
H -3.821 0.344 -4.201
H -2.497 -0.769 -4.595
H -2.249 2.935 -1.717
H -3.263 1.507 -2.241
H -3.156 3.132 -3.195
C -0.876 -1.180 2.187
C -1.999 -0.410 2.855
N -1.973 -0.222 4.277
C -1.967 -1.145 5.340
C -2.288 -0.591 6.575
N -2.249 0.773 6.327
C -2.038 0.964 4.971
C -2.171 1.855 7.322
H -0.749 -2.243 2.392
H -0.043 -0.483 2.269
H -1.164 -1.299 1.142
H -2.929 -0.962 2.723
H -2.177 0.541 2.352
H -1.789 -2.191 5.142
H -2.527 -1.041 7.527
H -1.899 1.895 4.441
H -2.088 2.813 6.807
H -1.248 1.803 7.899
H -3.055 2.042 7.932
Cl -0.195 -0.582 -1.515
*
```



Formula: C31H44BrN3OP2Pt
Source: OMol25
Level of theory: wB97M-V/def2-TZVPD

HOMO level (alpha / beta)	-13.2 / -13.4	eV
frontier orbital gap (alpha / beta)	6.98 / 5.43	eV
relative energy (zero: lowest compared OMol25 entry of this formula, charge and spin)	0.0	kcal per mole
E_tot	-131230.0259	eV
LUMO level (alpha / beta)	-6.211 / -8.008	eV

Structure (ORCA input):
```
! wB97M-V def2-TZVPD RIJCOSX def2/J DEFGRID3
* xyz 2 3
C 2.232 4.032 -0.744
C 1.170 3.261 -1.324
C 1.226 3.128 -2.757
C 2.184 3.852 -3.484
N 3.134 4.604 -2.908
C 3.151 4.694 -1.570
C 0.140 2.739 -0.518
C -0.759 2.017 0.039
C -2.112 2.120 0.601
C -2.737 1.040 1.239
C -4.123 0.990 1.448
C -4.864 2.076 0.994
C -4.273 3.268 0.546
C -2.879 3.292 0.391
Pt -0.330 -0.424 0.040
P 1.962 -0.633 -0.634
H 0.538 2.485 -3.305
H 2.338 4.116 0.337
H 2.203 3.811 -4.585
H 3.950 5.310 -1.131
H -2.370 4.173 0.007
H -2.165 0.170 1.560
H -4.896 4.126 0.288
H -4.636 0.128 1.883
C 2.550 -2.342 -0.318
C 3.781 -2.841 -1.073
H 1.699 -3.007 -0.533
H 2.715 -2.393 0.769
H 3.964 -3.879 -0.769
H 3.643 -2.831 -2.160
H 4.677 -2.256 -0.840
C 2.316 -0.235 -2.399
C 3.711 0.230 -2.841
H 1.602 0.562 -2.655
H 2.016 -1.129 -2.967
H 3.703 0.302 -3.939
H 3.969 1.228 -2.459
H 4.511 -0.464 -2.553
C 2.980 0.545 0.327
C 4.478 0.276 0.494
H 2.506 0.602 1.316
H 2.800 1.522 -0.149
H 4.898 1.103 1.082
H 4.684 -0.658 1.030
H 5.016 0.239 -0.459
Br -6.786 1.940 0.989
P -1.561 -1.586 -1.598
C -0.592 -2.607 -2.791
C -1.197 -3.883 -3.392
H 0.336 -2.865 -2.256
H -0.300 -1.926 -3.607
H -0.428 -4.371 -4.010
H -1.505 -4.605 -2.624
H -2.054 -3.675 -4.046
C -2.638 -2.703 -0.609
C -3.976 -3.200 -1.169
H -2.816 -2.150 0.327
H -2.004 -3.564 -0.343
H -4.449 -3.832 -0.404
H -4.668 -2.377 -1.388
H -3.859 -3.814 -2.071
C -2.612 -0.443 -2.581
C -3.162 -0.947 -3.925
H -1.979 0.446 -2.742
H -3.436 -0.120 -1.923
H -3.761 -0.145 -4.379
H -2.361 -1.201 -4.633
H -3.815 -1.823 -3.808
N -0.502 0.630 6.623
C -0.511 0.827 5.251
O -0.913 1.876 4.744
C -0.123 -0.302 4.342
C 0.058 -1.655 4.674
C 0.196 -2.585 3.645
C 0.125 -2.194 2.311
N -0.072 -0.888 2.008
C -0.115 0.060 2.985
H -0.651 1.497 7.139
H 0.145 -0.020 7.067
H 0.087 -1.990 5.707
H 0.373 -3.644 3.826
H 0.258 -2.884 1.470
H -0.173 1.100 2.660
*
```



Look up the E_tot of the second one. -131230.0259 eV



Which of these has the highest E_tot? C18H43ClN6O4



Number 1 is which compound? C18H43ClN6O4